47
Properties=species:S:1:pos:R:3:forces:R:3 method="wB97M-V/def2-TZVPD" homo_energy_ev=-8.17 de_lowest_kcal_mol=183.33 orbital_gap_ev=8.55 smiles=COC[C@H](C)N.CO.CO.CO.CO.CO
H -0.4484 2.1120 -2.1006 -0.51 -3.57 -0.15
C -2.7120 1.4844 -3.4924 5.62 2.34 -1.58
H 0.0343 0.4027 2.4638 3.62 -1.58 2.80
H -1.4256 0.1305 1.9093 -2.11 -1.79 -0.77
O -1.4206 -2.8913 -1.0371 -2.45 1.01 1.12
O 0.3458 1.5874 -3.8373 1.94 0.57 0.70
N -2.2526 -0.3118 -2.1121 -0.99 0.71 3.27
H -1.8102 -1.1676 -2.0058 0.73 -2.17 0.11
H 2.2566 -1.0071 -0.2787 -0.82 1.47 -1.06
H -1.3548 -3.5674 5.9357 0.38 -0.27 1.40
C -0.8687 -2.6681 0.2076 -0.01 -1.22 1.68
H -1.5882 0.0118 -4.1391 0.95 -3.09 -3.26
H 3.1197 -3.2626 0.9876 0.03 -0.12 0.34
H 0.1628 0.3035 -2.3281 3.74 -4.65 3.25
H -0.8777 -3.4331 -1.5293 1.83 -1.85 -1.58
H -0.5652 -1.8217 4.0588 -1.28 -0.67 1.40
H -0.3267 -3.4434 0.7062 1.09 -1.59 -0.84
C 1.6862 2.1353 -3.4164 -3.00 0.34 -0.32
H 2.9726 1.5673 1.8315 -1.50 2.93 0.72
H -0.1980 -1.8871 0.1884 1.20 2.27 0.11
O 1.8799 3.0196 0.6754 0.88 1.72 -2.76
C 2.6706 -1.4101 0.5846 2.71 -0.57 -0.32
O -0.1007 0.8852 0.4694 -0.66 -0.76 0.83
H 3.6570 -1.1228 0.8331 0.96 2.48 0.15
H -2.2385 2.3183 -4.0258 -0.34 -0.37 -0.76
H -1.5252 -2.6298 1.0619 -1.52 1.13 -0.39
C 2.4841 2.6822 1.9507 -0.42 -6.15 -4.21
H -3.0337 1.9338 -2.6828 -1.39 1.91 4.69
H -2.0992 -1.4515 5.2492 1.51 -1.83 -1.28
C -0.3670 1.0168 -2.6774 -3.81 8.47 -4.95
O 2.9978 -2.6931 0.2339 -0.59 -3.55 -1.33
C -0.6088 0.7402 1.7930 -1.47 3.63 -2.13
C -1.7357 0.4124 -3.2437 1.64 4.54 6.61
H -2.0401 0.1311 -1.0589 -0.55 -0.73 -4.06
H 1.5611 2.8384 2.2773 -3.08 -0.76 4.88
H -0.9780 1.7007 2.1996 0.20 0.00 -0.28
O -1.4699 -3.5691 5.0056 0.61 -0.05 0.28
H 1.8319 4.0129 0.6666 -0.05 -1.52 -0.31
H 2.0693 2.7202 -4.2609 0.43 -1.07 0.02
H -2.2477 -2.5216 3.6404 1.41 1.93 1.60
H -3.4878 1.0808 -3.8885 -5.11 -2.21 -3.29
H 0.4832 1.6418 0.5279 0.43 0.47 -0.47
H 2.1436 -1.3395 1.4514 -2.33 0.32 2.22
H 2.1625 1.3225 -2.9301 1.47 -0.88 -0.46
C -1.5226 -2.2424 4.5655 -2.62 0.90 -3.43
H 3.1181 3.3783 2.1700 4.15 3.70 1.76
H 1.6664 2.8709 -2.5997 -0.92 0.16 0.05

53
Properties=species:S:1:pos:R:3:forces:R:3 method="wB97M-V/def2-TZVPD" homo_energy_ev=-7.51 charge=-1 de_lowest_kcal_mol=0.00 orbital_gap_ev=10.10
O 0.1987 1.7917 -1.8084 -0.10 -0.21 -0.03
H 4.5228 -1.8794 1.9810 0.04 0.03 -0.09
O 1.8700 0.0123 -3.6144 -0.12 -0.18 -0.14
H -1.1466 -3.1583 -4.5598 0.35 0.17 0.11
H 3.9172 1.4366 4.2188 -0.03 -0.13 0.06
H -4.2339 -1.9772 0.0253 -0.08 -0.06 -0.02
C 4.1561 -1.2784 4.2988 -0.07 0.24 0.03
H -1.9503 -3.7344 -3.1172 0.11 0.11 0.05
H 4.5774 -2.2774 4.1635 0.06 0.00 0.20
H 4.4053 1.6842 2.5518 -0.13 -0.04 -0.03
O 0.9204 1.6081 0.4416 -0.06 0.10 -0.07
H 3.9210 0.2170 0.5307 0.05 0.00 -0.11
H -2.1648 -0.8809 -1.9480 -0.31 -0.17 0.44
H -1.7286 -2.1725 -0.7314 -0.25 -0.39 -0.38
H -2.3750 4.2904 -1.6544 0.07 -0.04 0.06
H 2.7612 1.0850 0.0662 0.06 0.15 -0.17
H 1.3962 4.5357 -2.6471 0.01 0.00 0.09
C -4.4600 -0.9258 0.1857 -0.04 0.90 -0.30
H -4.1635 -0.3295 -0.6828 0.28 -0.34 -0.04
O -1.3705 1.7034 -0.0452 -0.13 0.02 -0.17
O -3.9282 1.0714 1.4311 0.16 0.12 0.04
H 4.4023 -0.8877 5.2883 0.19 -0.15 -0.02
H -3.9586 -0.4487 3.5775 -0.04 0.14 -0.02
H 1.2188 -2.6034 -2.2909 0.01 0.02 0.04
C 4.6484 -0.3357 3.2111 -0.71 -0.33 -0.27
O -2.8827 3.7294 -2.2494 -0.03 0.03 -0.06
H -2.4454 2.8747 -2.1665 0.02 -0.04 0.05
O 4.3756 -0.9311 1.9190 0.30 0.03 0.50
C 3.9097 0.9819 3.2262 0.37 0.59 -0.17
C -4.4452 -0.8326 2.6824 -0.16 -0.54 0.10
O 1.8768 3.8482 -3.1171 -0.03 0.05 -0.24
H -4.4350 -1.9277 2.7419 0.12 0.09 -0.09
O -0.0349 3.6285 -0.3643 -0.04 -0.21 0.06
H 2.8855 0.8774 2.8733 -0.07 -0.14 0.11
C -0.6410 -2.0995 -2.6843 0.89 -0.55 0.46
H 3.0675 -1.3504 4.2620 0.00 -0.06 -0.15
H -3.2402 1.4888 0.8966 0.09 -0.13 -0.04
O 0.3675 -3.0463 -2.2311 -0.25 0.17 -0.17
H 1.3870 3.0504 -2.8775 0.02 -0.01 0.20
H -5.5366 -0.7372 0.2464 -0.01 -0.34 0.23
Cl -0.0672 2.1882 -0.4320 0.10 0.23 0.09
H 5.7213 -0.1466 3.3033 0.08 -0.16 0.03
C -3.7744 -0.3394 1.4161 -0.42 -0.21 0.19
H -5.4978 -0.5415 2.6682 0.05 0.18 0.11
C -1.3741 -1.4912 -1.5006 0.37 1.10 -0.38
H -2.7235 -0.6459 1.4457 0.09 0.26 -0.16
C -1.5706 -2.8292 -3.6104 -0.93 -0.65 -0.17
H 2.0044 0.7486 -4.2174 0.07 0.05 0.02
H 1.2418 0.3520 -2.9655 0.07 0.21 0.22
H -0.0994 -1.3266 -3.2335 -0.30 0.14 0.01
H -2.4571 -2.2328 -3.8446 0.13 0.13 0.01
H -0.7520 -0.7647 -0.9731 0.20 -0.12 -0.08
O 3.7043 0.9282 -0.0858 -0.05 -0.02 0.04

68
Properties=species:S:1:pos:R:3:forces:R:3 method="wB97M-V/def2-TZVPD" homo_energy_ev=-4.70 charge=-2 de_lowest_kcal_mol=14.02 orbital_gap_ev=9.16
H 5.1848 9.1829 -21.4039 0.07 -0.04 0.10
O 9.8705 2.7777 -21.9497 -0.27 0.24 -0.68
C 5.6437 7.1905 -21.3117 -1.10 -0.18 0.09
C 9.6639 8.5619 -28.1082 1.03 -0.12 -0.56
N 5.7877 10.5265 -25.5600 0.10 -0.50 0.67
C 9.6546 8.1761 -19.6087 -0.31 0.78 -1.27
N 11.8167 6.5833 -23.6927 0.08 0.02 -0.43
H 11.9122 8.9258 -24.5560 -0.02 -0.15 0.08
H 13.6632 8.8941 -24.7220 -0.32 0.26 -0.05
C 9.4531 3.8906 -22.2596 0.65 0.93 0.56
H 6.6239 7.8029 -25.0055 -0.36 0.15 -0.19
H 10.8568 12.8910 -26.8236 -0.08 -0.40 -0.26
H 5.3246 7.8866 -26.2064 0.05 0.00 0.09
O 10.2042 8.4078 -29.2066 -0.45 0.27 0.29
N 8.5150 8.7999 -20.0653 0.66 -0.57 0.81
H 11.0809 7.6233 -26.9706 -0.03 -0.07 -0.29
C 11.5507 12.4514 -24.9844 1.36 -0.04 1.06
N 9.7376 4.5900 -23.3972 0.48 -0.95 -1.20
N 5.6702 8.4257 -21.8436 0.80 0.47 -0.54
H 9.4229 5.5290 -23.6193 -0.05 -0.05 0.59
O 9.6787 9.2878 -24.4851 -0.46 -0.08 0.70
H 10.8113 11.1575 -26.3667 -0.27 0.11 -0.46
N 11.5810 11.3603 -24.1551 -0.43 0.00 -0.42
H 6.2740 9.8654 -24.9521 -0.18 0.21 -0.11
O 7.5387 8.9529 -23.8541 0.92 0.20 0.27
H 8.1405 8.5081 -20.9463 -0.40 0.57 -0.18
H 6.4177 8.5582 -22.5419 -0.60 0.85 0.04
H 8.5840 5.6423 -21.5919 0.10 0.15 0.12
H 8.6414 4.3213 -20.4722 -0.04 0.19 -0.01
O 4.8772 6.8776 -20.3943 0.74 -0.47 -0.44
H 11.7710 5.7800 -23.0942 0.06 0.01 -0.09
H 8.0868 11.0424 -24.8989 -0.19 -0.26 -0.01
N 7.4713 5.6412 -25.6987 0.70 -0.85 0.24
N 12.7986 8.4523 -24.4573 0.66 0.45 -0.61
O 10.0820 8.3365 -18.4765 0.28 -0.17 -0.03
N 7.6825 11.7652 -25.4811 1.05 0.24 0.65
H 8.3722 12.3410 -25.9274 -0.32 0.28 -0.18
H 10.9808 7.1353 -23.8903 -0.16 -0.53 0.60
H 4.9266 10.2876 -26.0116 -0.05 0.16 0.03
H 10.7836 10.7300 -24.2413 0.26 -0.35 0.43
H 9.9163 7.3749 -21.5595 0.01 0.51 0.02
O 9.0994 7.4370 -23.3555 -0.22 0.40 0.24
H 12.1317 11.3778 -23.3179 -0.25 0.28 0.14
N 10.1557 8.0129 -26.9695 -0.22 -0.26 0.75
N 11.0289 12.1240 -26.1976 -0.21 0.77 0.14
N 8.5748 9.3435 -27.8891 -0.67 0.47 -0.04
C 6.3509 6.1715 -26.2354 -0.90 -0.33 -1.41
H 7.1943 6.7671 -22.6145 0.07 -0.14 -0.22
C 8.7897 8.6047 -23.8501 -0.44 -0.76 -1.17
N 8.7373 4.6710 -21.4097 -0.50 -0.86 0.69
N 6.4868 6.3611 -22.0175 -0.59 -0.16 0.81
H 10.3698 4.1795 -24.0641 -0.12 -0.16 0.10
O 14.1429 6.7737 -23.8075 -1.16 -0.30 -0.07
H 7.7384 4.6913 -25.8822 -0.22 0.06 -0.21
C 6.4445 11.6336 -25.9905 -0.95 0.04 -1.53
N 10.2730 7.4779 -20.6138 0.61 -0.55 0.77
H 8.1407 9.8650 -28.6288 0.15 -0.29 -0.20
O 5.6690 5.6564 -27.1403 0.77 -0.06 0.86
H 8.0237 6.1276 -25.0126 -0.16 0.23 0.05
H 11.2361 7.2448 -20.4449 -0.11 -0.25 0.00
H 8.2016 9.5573 -19.4901 -0.59 -0.12 -0.24
C 12.9860 7.1946 -23.9820 1.12 0.32 0.63
H 6.4918 5.3816 -21.8074 0.10 0.02 0.04
H 9.8076 8.3374 -26.0640 0.33 0.06 -0.24
H 8.0493 9.2725 -27.0361 0.04 0.01 0.18
O 12.0484 13.5386 -24.6848 -0.49 -0.33 -0.59
O 5.9286 12.3857 -26.8330 0.62 -0.10 0.58
N 6.0412 7.3739 -25.7280 0.01 0.70 0.49

56
Properties=species:S:1:pos:R:3:forces:R:3 method="wB97M-V/def2-TZVPD" homo_energy_ev="-11.75 / -11.75" charge=+1 multiplicity=2 orbital_gap_ev="8.67 / 2.74"
H -3.6881 2.5581 0.0152 -0.23 0.41 -0.30
N -2.0483 -0.7710 3.9664 -1.78 0.46 0.95
H -0.7528 1.3245 -1.3881 -0.15 -0.11 -0.36
C -4.4165 0.9478 1.9975 0.49 0.41 -0.42
C -0.9172 0.8412 -5.1217 -1.17 -1.18 -0.87
H 0.1344 -0.9033 3.3977 1.30 -0.41 -0.38
O 0.0627 -2.2840 -1.4830 -1.66 -0.81 -0.18
H 5.2363 -0.7950 2.6606 -0.17 -0.13 0.25
H 1.4341 1.4391 0.0410 0.09 -0.15 -0.26
H -1.6919 0.1620 3.8163 0.00 -0.10 -0.23
C 3.8379 0.2202 3.6198 -1.73 2.99 0.45
H -0.4893 1.9678 -3.5836 0.00 0.10 -0.38
C -1.4698 -1.8685 3.5476 0.94 2.92 0.02
C -3.1278 1.7647 1.5982 -1.51 -2.08 1.44
O -0.1015 0.6545 -1.1680 -0.12 0.54 0.84
H -5.1322 1.6335 2.4510 0.03 0.17 -0.20
H 0.1856 -2.5695 2.6640 0.46 0.28 0.01
C -2.1868 -2.2788 -0.4706 -0.28 -0.23 0.09
H -2.3863 1.1523 1.0852 -0.07 -0.20 -0.41
H -0.1049 1.7778 0.6979 -0.69 0.52 -0.80
C 0.4217 1.0387 0.0942 0.59 0.08 1.23
O 0.1313 0.2831 -4.9887 1.75 -1.51 -0.65
H 5.3312 0.4112 -3.3332 -0.08 -0.15 0.36
H -4.2192 0.2187 2.7834 0.16 -0.25 -0.20
H -1.9942 -3.0407 0.2847 0.18 -0.08 0.07
H -1.8907 -0.2351 -6.6247 -0.07 0.37 0.20
H -1.5818 -3.5633 -2.0096 0.57 0.10 -0.41
C 4.4152 0.1717 -1.4956 1.63 0.00 -0.86
O -3.4863 2.9052 0.8873 0.61 0.15 0.11
N -1.2123 1.8121 -4.2715 -0.61 2.94 2.76
N -1.9581 0.5111 -5.9473 0.21 0.34 0.02
H -1.6747 -1.8148 -2.4882 -0.21 -0.36 -0.30
O 4.4741 -0.2433 -0.3809 0.07 -1.48 3.21
H 2.8812 1.3982 2.3057 0.49 -0.19 -0.10
N 4.7092 -0.6875 3.5154 5.24 -5.89 0.71
O -2.1434 -2.8986 3.5118 -2.17 -3.51 -0.21
H -2.0216 -1.2975 -0.0257 0.09 0.16 -0.14
H 5.0374 -1.2600 4.2800 -0.17 0.52 0.08
H -2.7039 1.8925 2.5943 0.39 1.43 -0.12
H 3.4046 1.0900 -2.9218 -0.47 0.21 0.34
N 3.5488 0.6502 2.4277 -1.65 1.47 -4.01
O 3.3756 0.7236 4.5998 -1.51 0.44 3.17
H 0.1193 -1.3425 -1.6620 0.44 0.26 0.02
H 6.0787 -0.6995 -2.2594 -0.24 0.19 0.05
N -0.2469 -1.8107 3.1711 1.53 -0.09 -0.44
H -4.8944 0.4552 1.1507 0.02 -0.05 0.03
N 3.5230 1.0101 -1.9220 -3.49 2.53 -0.94
H -3.0119 -0.8822 4.2482 0.00 0.43 0.30
H 3.9685 0.1329 1.6685 -0.67 0.76 -0.79
H -1.8721 2.5717 -4.3597 0.01 -0.38 -0.41
N 5.3196 -0.0579 -2.4388 2.49 -1.39 -1.60
C -1.3711 -2.5322 -1.7258 1.06 0.86 0.90
H 0.4452 0.2352 0.8303 0.19 -0.78 -0.56
H -2.7805 1.0796 -5.8038 -0.06 -0.63 -0.62
H -3.2403 -2.3779 -0.7320 -0.18 0.12 0.08
H 2.7409 1.1791 -1.3057 0.10 -0.01 -0.53

48
Properties=species:S:1:pos:R:3:forces:R:3 method="wB97M-V/def2-TZVPD" homo_energy_ev=-9.75 de_lowest_kcal_mol=20.50 orbital_gap_ev=9.91 smiles=CC(C)O.CC(C)O.CC(C)O.O.O.O.O
C 1.3206 -3.5183 0.7255 1.44 0.40 0.06
H -0.5603 0.6277 2.3533 -0.07 1.05 0.53
H -1.7857 4.0706 1.0869 0.38 0.15 -0.10
C 1.5659 3.9307 0.0966 -0.06 -0.07 1.19
H 0.9941 -3.2334 -1.4226 -0.10 0.01 -0.12
H 3.1612 0.7957 -1.1908 -0.01 0.00 -0.51
H 1.7693 2.8893 0.3521 -0.15 -0.18 0.07
O -0.0951 -0.1726 0.5605 0.28 0.23 -0.23
H 0.3308 -3.5597 1.2051 0.05 0.01 -0.56
H 2.4845 4.4514 0.3580 0.02 0.23 -0.06
O -1.4525 -1.0278 -1.7222 -1.58 -0.65 0.20
O 1.8467 -2.1513 0.8555 -0.46 -0.85 -0.10
H 1.4357 3.9630 -0.9932 -0.35 0.30 0.34
H -3.3750 -0.4502 -2.5014 0.80 -0.25 -0.59
H -3.1966 -1.0477 0.4021 -0.28 -0.06 -0.21
H 0.7439 -0.4588 -3.0551 0.19 -0.29 -0.14
H -1.6292 1.4402 -1.6747 -0.63 -0.14 -0.08
H -4.1401 -2.0626 -0.7000 0.86 0.27 -0.64
H 3.2976 -4.3547 1.2919 0.45 0.27 -0.70
H 1.1133 -1.5105 0.9648 0.18 -0.50 -0.18
H 1.3831 -1.7396 -2.5256 0.17 0.50 -0.56
H -4.6150 -0.4547 -0.4502 0.45 0.26 -0.19
C -2.7884 -0.4273 -1.5766 -0.21 1.01 -1.45
H 3.0681 -0.4364 -0.2778 0.09 0.01 0.01
H -3.4170 1.6539 -1.4989 -0.29 0.26 -0.27
C 2.2540 -4.4429 1.5298 -0.87 -0.48 0.36
H -0.9416 2.7800 0.3847 0.50 -1.57 -0.02
C 0.3604 4.4657 0.9533 -0.03 0.88 -1.14
O 1.4616 -1.0844 -3.2471 -0.35 -0.13 0.73
H 0.6357 0.3765 0.2019 -0.61 -0.35 0.15
C -2.5671 1.0519 -1.2364 0.97 -0.81 0.29
O 3.3172 0.4989 -0.2983 -0.27 -0.18 0.53
H -2.4437 1.0935 -0.1640 0.08 0.34 0.44
H -0.7993 1.2089 3.7907 -0.03 -0.22 0.36
O -0.6627 1.4621 2.8817 0.15 -0.66 -0.95
H 1.9815 -5.5244 1.4123 0.05 0.94 0.17
O 0.5053 4.4445 2.3727 0.29 -0.48 -0.59
C -3.6993 -1.0511 -0.5849 -0.63 -0.82 2.39
H 0.2977 3.5631 2.6969 -0.02 -0.36 -0.02
H 2.2171 -4.1520 2.5708 -0.27 -0.18 0.42
H 0.2545 5.5570 0.7839 0.21 -0.52 -0.25
C -0.9253 3.8284 0.4376 -1.13 1.56 0.40
H -1.6057 -1.9890 -1.8330 0.31 0.65 0.04
C 1.4086 -3.9755 -0.7482 -0.86 0.00 1.06
H -1.1937 4.2161 -0.5569 0.30 -0.06 0.18
H 0.8671 -4.9261 -0.8766 0.23 0.28 -0.07
H -0.6425 -0.4887 -0.1971 0.56 0.22 0.21
H 2.4603 -4.1297 -0.9370 0.24 0.00 -0.42